Entry 1:
20
Properties=species:S:1:pos:R:3:nbo_charge:R:1 method="wB97M-V/def2-TZVPD" total_charge=+1 gap_ev="5.9 / 7.4" spin_multiplicity=7 e_lumo_ha="-0.1538 / -0.2231" relative_energy_kcal_mol=0.0
O -0.306 -1.970 0.029 -0.92
C -1.572 -1.631 0.447 -0.09
C -1.705 -0.172 0.856 -0.10
O -1.171 0.704 -0.147 -0.69
C -1.905 0.739 -1.369 -0.27
Mg 0.373 2.087 0.212 0.98
H -1.928 -2.222 1.315 0.19
H -2.302 -1.832 -0.365 0.17
H -1.133 0.018 1.776 0.19
H -2.758 0.093 1.043 0.21
H -1.552 1.591 -1.961 0.21
H -1.724 -0.178 -1.944 0.20
H -2.977 0.858 -1.158 0.21
O 3.283 -1.375 -0.098 -0.65
C 4.012 -0.357 0.133 0.67
C 3.200 0.925 0.303 -0.23
O 1.805 0.782 0.222 -1.08
Fe 1.279 -1.035 -0.142 1.52
H 3.593 1.640 -0.446 0.25
H 3.489 1.336 1.292 0.25

=====

Entry 2:
16
Properties=species:S:1:pos:R:3:nbo_charge:R:1 method="wB97M-V/def2-TZVPD" total_charge=+1 gap_ev="10.2 / 4.8" spin_multiplicity=2 e_lumo_ha="-0.1437 / -0.3148" relative_energy_kcal_mol=10.6
N -0.025 -1.062 1.173 -0.75
C -0.339 0.075 0.385 -0.12
C 0.057 1.364 1.092 -0.07
O -0.657 1.416 2.328 -0.72
C 0.299 -0.007 -1.011 -0.53
S -0.437 -1.496 -1.779 0.48
S 0.945 -2.248 -2.973 0.08
H -0.671 -1.822 1.020 0.39
H 0.293 -0.990 2.125 0.42
H -1.440 0.174 0.243 0.22
H 1.119 1.339 1.342 0.18
H -0.192 2.277 0.544 0.20
H -0.998 2.293 2.464 0.49
H 1.388 -0.182 -1.023 0.26
H 0.114 0.844 -1.687 0.26
H 0.545 -1.974 -4.243 0.20

=====

Entry 3:
47
Properties=species:S:1:pos:R:3:nbo_charge:R:1 method="wB97M-V/def2-TZVPD" gap_ev=9.7 e_lumo_ha=0.0156
C -2.788 3.158 2.380 -0.69
C -2.584 1.769 1.804 0.70
O -3.640 1.234 1.496 -0.57
N -1.348 1.180 1.515 -0.51
C -0.143 1.870 1.630 0.78
O -0.048 2.745 2.458 -0.63
N 0.955 1.538 0.839 -0.29
N 2.286 2.083 1.126 -0.44
C 2.728 3.189 0.274 -0.24
C 3.940 3.884 0.882 -0.08
C 5.048 3.182 1.280 -0.18
C 6.123 3.915 1.817 -0.24
C 6.051 5.298 1.945 0.03
N 4.999 5.960 1.462 -0.41
C 3.953 5.278 0.963 0.04
C 0.726 0.743 -0.346 -0.25
C -0.212 -0.363 -0.023 -0.07
C -0.054 -1.611 -0.677 -0.13
C -0.944 -2.642 -0.415 -0.10
C -0.802 -4.020 -1.086 0.19
F 0.503 -4.170 -1.521 -0.31
C -1.762 -4.100 -2.316 0.95
F -1.653 -5.279 -2.951 -0.30
F -1.402 -3.130 -3.220 -0.32
F -3.064 -3.858 -2.029 -0.30
C -1.008 -5.214 -0.127 0.96
F -2.309 -5.400 0.192 -0.31
F -0.318 -5.038 1.000 -0.30
F -0.543 -6.330 -0.706 -0.30
C -1.996 -2.360 0.475 -0.19
C -2.129 -1.148 1.127 -0.21
C -1.256 -0.084 0.887 0.24
H -2.532 3.194 3.451 0.25
H -2.305 3.925 1.771 0.24
H -3.847 3.413 2.404 0.24
H 2.299 2.371 2.116 0.39
H 2.945 2.825 -0.752 0.20
H 1.943 3.932 0.201 0.19
H 5.071 2.117 1.130 0.23
H 7.037 3.391 2.097 0.22
H 6.894 5.863 2.334 0.20
H 3.052 5.800 0.668 0.19
H 1.662 0.357 -0.742 0.23
H 0.282 1.356 -1.132 0.20
H 0.740 -1.797 -1.394 0.23
H -2.717 -3.111 0.758 0.23
H -2.963 -1.045 1.826 0.25

=====

Entry 4:
16
Properties=species:S:1:pos:R:3:nbo_charge:R:1 method="wB97M-V/def2-TZVPD" total_charge=-1 gap_ev=7.9 e_lumo_ha=0.1356 relative_energy_kcal_mol=7.6
C -2.022 0.233 0.379 -0.51
C -0.714 0.013 0.199 0.03
C -2.970 1.338 -0.059 0.75
C -0.237 -1.419 0.057 -0.67
C 0.305 1.115 -0.085 -0.10
O -2.767 2.517 -0.302 -0.68
O -4.070 0.720 -0.244 -0.71
O -3.123 -1.827 -0.747 -1.15
O -0.051 2.405 0.457 -0.73
P -3.430 -1.011 0.446 1.27
H 0.772 -1.607 0.300 0.20
H -0.659 -1.772 -0.876 0.26
H -0.806 -2.020 0.794 0.22
H 0.552 1.170 -1.233 0.16
H 1.183 0.723 0.362 0.16
H -0.970 2.301 0.299 0.49

=====

Entry 5:
54
Properties=species:S:1:pos:R:3:nbo_charge:R:1 method="wB97M-V/def2-TZVPD" gap_ev=7.7 e_lumo_ha=-0.0181 relative_energy_kcal_mol=0.0
C 3.725 1.740 0.040 -0.65
C 4.211 0.334 0.160 0.04
C 3.339 -0.703 0.521 -0.14
C 1.891 -0.449 0.815 0.68
O 1.516 0.422 1.596 -0.66
N 1.079 -1.296 0.161 -0.58
C -0.320 -1.417 0.101 -0.13
C -1.268 -0.956 1.003 0.45
N -0.978 -0.378 2.182 -0.78
N -2.600 -1.142 0.754 -0.59
C -2.972 -1.772 -0.310 0.33
S -4.665 -1.987 -0.692 0.29
C -5.500 -1.054 0.632 -0.61
C -5.503 0.441 0.310 0.66
O -6.445 0.988 -0.217 -0.62
N -4.374 1.056 0.706 -0.64
C -4.032 2.399 0.301 -0.25
C -2.831 2.358 -0.659 0.09
C -2.318 3.764 -1.025 -0.43
C -0.822 3.697 -0.704 -0.43
C -0.791 2.616 0.373 -0.07
O -1.749 1.664 -0.047 -0.55
N -2.106 -2.315 -1.192 -0.59
C -0.725 -2.172 -1.050 0.63
O 0.044 -2.672 -1.858 -0.65
C 3.795 -2.012 0.645 -0.15
C 5.125 -2.327 0.426 -0.22
C 6.001 -1.327 0.060 -0.18
C 5.544 -0.021 -0.084 0.08
N 6.529 0.948 -0.501 0.51
O 6.162 1.921 -1.123 -0.37
O 7.685 0.714 -0.214 -0.38
H 3.526 1.973 -1.005 0.24
H 2.816 1.878 0.616 0.24
H 4.472 2.450 0.387 0.24
H 1.487 -1.883 -0.567 0.44
H -1.744 0.068 2.659 0.39
H -0.053 0.052 2.254 0.43
H -6.522 -1.430 0.640 0.26
H -4.987 -1.280 1.564 0.25
H -3.586 0.467 0.970 0.43
H -3.772 2.984 1.189 0.19
H -4.902 2.842 -0.187 0.24
H -3.112 1.776 -1.546 0.19
H -2.509 4.004 -2.068 0.22
H -2.811 4.511 -0.403 0.21
H -0.259 3.366 -1.576 0.21
H -0.419 4.644 -0.357 0.22
H -1.071 3.036 1.350 0.16
H 0.165 2.102 0.470 0.21
H -2.440 -2.820 -2.004 0.43
H 3.104 -2.788 0.938 0.23
H 5.471 -3.343 0.536 0.23
H 7.044 -1.534 -0.126 0.25

=====

Values of largest force on an atom, in order: 6.53, 1.53, 3.00, 2.74, 1.38, all in eV/A.
Values of E, in order: -1960.348126, -1045.733419, -1801.611986, -836.505511, -1915.396852, all in a.u..